[1]
This record from OMol25 describes a 2-piece molecular cluster, C23H43FNO5S overall in a non-equilibrium geometry. The level of theory is wB97M-V/def2-TZVPD.

Geometry (Å):
C 6.88 2.07 -0.38
C 6.75 0.79 0.67
C 5.21 0.57 1.24
C 4.29 -0.40 0.26
C 3.77 -1.71 1.10
C 2.12 -1.86 1.17
C 1.60 -3.28 0.53
C 0.50 -4.09 1.43
C -0.93 -3.32 1.65
C -1.39 -2.35 0.41
C -3.01 -2.43 0.06
C -3.98 -2.56 1.38
C -3.96 -1.27 2.39
C -4.87 -0.09 1.63
C -3.81 0.94 0.86
C -3.66 2.38 1.64
C -2.31 3.24 1.17
C -1.64 2.66 -0.21
C -0.39 3.56 -0.80
C -0.54 3.51 -2.45
C -0.32 2.02 -3.10
O 0.22 2.36 -4.45
C -0.83 3.04 -5.26
N -1.90 3.21 -6.01
C -1.57 0.95 -3.15
O -1.11 -0.47 -3.26
S 0.60 -0.41 -3.27
O 0.91 -0.58 -4.80
O 1.40 -1.58 -2.66
O 0.80 1.17 -2.58
H 6.25 1.91 -1.36
H 6.65 3.10 0.14
H 8.03 2.12 -0.71
H 7.42 1.10 1.61
H 7.24 -0.18 0.23
H 5.29 0.12 2.33
H 4.69 1.63 1.30
H 5.04 -0.77 -0.59
H 3.44 0.19 -0.30
H 4.29 -2.65 0.61
H 4.13 -1.72 2.24
H 1.70 -1.00 0.45
H 1.68 -1.64 2.24
H 2.57 -3.98 0.48
H 1.25 -3.18 -0.60
H 0.98 -4.21 2.52
H 0.26 -5.18 1.06
H -0.84 -2.65 2.62
H -1.72 -4.17 1.91
H -0.83 -2.53 -0.60
H -1.20 -1.23 0.78
H -3.29 -1.43 -0.53
H -3.13 -3.31 -0.72
H -5.09 -2.66 0.97
H -3.80 -3.52 2.04
H -2.89 -0.89 2.67
H -4.52 -1.52 3.40
H -5.51 0.54 2.41
H -5.62 -0.55 0.84
H -2.77 0.35 0.88
H -4.07 1.05 -0.30
H -3.60 2.11 2.80
H -4.63 3.07 1.48
H -1.54 3.34 2.08
H -2.72 4.34 0.94
H -2.50 2.69 -1.03
H -1.26 1.55 -0.14
H -0.36 4.64 -0.36
H 0.61 3.00 -0.50
H -1.60 3.98 -2.69
H 0.33 4.19 -2.87
H -2.31 0.87 -2.24
H -2.34 1.01 -4.06
F -2.52 -4.00 3.40

Calculated values
HOMO energy: -4.0 eV
total charge: -1
frontier orbital gap: 5.19 eV



[2]
This record from OMol25 describes C35H40Br2CsN9O7S3 as an isolated structure in a non-equilibrium geometry. The level of theory is wB97M-V/def2-TZVPD.

Geometry (Å):
Cs -0.54 0.54 -1.90
C -1.43 -5.13 4.60
C -0.07 -4.41 4.54
N 0.18 -3.71 3.31
C 0.88 -2.47 3.53
C -0.06 -1.20 3.89
S -1.71 -1.22 3.16
C -2.87 -1.75 4.46
C -2.78 -3.16 5.18
N -2.57 -4.30 4.27
H -1.33 -6.07 4.00
H -1.39 -5.49 5.64
H 0.01 -3.76 5.42
H 0.71 -5.22 4.66
H -0.66 -3.55 2.74
H 1.62 -2.70 4.29
H 1.38 -2.12 2.59
H -0.09 -1.27 5.01
H 0.47 -0.32 3.55
H -2.82 -1.05 5.29
H -3.86 -1.73 3.96
H -1.94 -3.06 5.93
H -3.76 -3.25 5.67
H -3.47 -4.84 4.32
O 3.25 0.53 -7.85
C 2.44 0.69 -6.73
C 1.02 0.94 -6.72
C 0.45 0.97 -5.44
N 1.18 0.93 -4.33
C 2.42 0.45 -4.34
C 3.10 0.32 -5.59
C 3.02 0.28 -3.05
O 4.03 -0.48 -3.04
O 2.43 0.90 -2.11
C -1.05 1.15 -5.31
O -1.73 0.52 -4.46
O -1.43 2.04 -6.14
H 2.92 0.92 -8.66
H 0.46 1.13 -7.66
H 4.12 -0.02 -5.77
C -3.41 3.33 0.27
C -4.30 2.27 -0.26
C -5.70 2.63 -0.40
C -6.45 1.76 -1.15
C -5.91 0.51 -1.62
C -6.71 -0.33 -2.51
Br -8.56 -0.14 -2.94
C -6.16 -1.54 -2.99
C -4.84 -1.84 -2.74
Br -4.37 -3.49 -3.34
C -3.94 -0.92 -1.99
O -2.70 -1.23 -1.88
C -4.54 0.29 -1.42
N -3.75 1.18 -0.78
H -2.36 3.02 0.26
H -3.80 3.59 1.28
H -3.48 4.32 -0.31
H -6.09 3.56 0.02
H -7.49 1.95 -1.33
H -6.78 -2.21 -3.58
C 4.27 3.05 5.28
C 3.32 1.98 4.78
C 3.49 1.57 3.33
N 3.12 0.43 2.84
N 3.42 0.21 1.53
C 4.25 1.15 1.06
N 4.68 1.17 -0.26
S 4.53 2.47 2.16
H 4.28 3.00 6.37
H 4.02 4.11 5.09
H 5.28 2.87 4.90
H 2.26 2.32 4.89
H 3.40 1.08 5.40
H 3.97 0.92 -0.97
H 5.32 1.96 -0.44
N 7.89 -4.01 -1.04
C 6.77 -3.89 -0.66
C 5.48 -3.71 -0.13
C 4.73 -2.53 -0.41
C 3.48 -2.39 0.26
N 3.04 -3.36 0.97
C 3.69 -4.48 1.22
C 4.95 -4.71 0.67
H 5.21 -1.71 -1.01
H 2.84 -1.49 0.16
H 3.17 -5.19 1.91
H 5.51 -5.58 0.92
C -1.64 6.85 -2.29
S -0.59 5.53 -2.94
C -1.56 5.11 -4.47
O -0.96 4.34 -2.02
H -1.40 6.83 -1.24
H -2.68 6.54 -2.39
H -1.36 7.79 -2.78
H -1.25 5.68 -5.33
H -2.63 5.36 -4.25
H -1.48 4.02 -4.63

Calculated values
HOMO energy: -1.7 eV
ΔE to the lowest compared entry with this formula, charge and spin: 2.520 eV
total charge: -2
frontier orbital gap: 4.99 eV



[3]
This record from OMol25 describes a 2-piece molecular cluster, C4H11NO2 overall in a non-equilibrium geometry. The level of theory is wB97M-V/def2-TZVPD.

Geometry (Å):
C 1.74 -1.34 0.06
C 0.91 -0.17 -0.40
N -0.18 -0.49 -1.36
C -1.12 0.68 -1.48
C -2.11 0.94 -0.41
O -1.60 1.51 0.89
H 2.67 -1.44 -0.55
H 1.93 -1.13 1.14
H 1.09 -2.25 0.01
H 0.36 0.23 0.47
H 1.49 0.65 -0.83
H -0.69 -1.39 -1.20
H -2.84 1.73 -0.81
H -1.44 0.89 -2.49
H -2.71 0.06 -0.04
H 1.84 -0.53 3.50
H -1.02 2.28 0.93
O 1.67 -0.21 2.57

Calculated values
expectation value of S²: 1.758
HOMO energy (alpha / beta): -14.5 / -15.0 eV
multiplicity: 2
ΔE to the lowest compared entry with this formula, charge and spin: 5.936 eV
total charge: +1
frontier orbital gap (alpha / beta): 8.51 / 7.08 eV



[4]
This record from OMol25 describes C3H10Br2OSi2 in the gas phase in a non-equilibrium geometry. The level of theory is wB97M-V/def2-TZVPD.

Geometry (Å):
C 1.23 0.94 -1.27
Si 0.06 0.33 0.01
C 0.75 0.85 1.83
C -1.53 1.34 -0.54
O -0.37 -1.24 -0.02
Si -0.37 -2.95 0.13
Br 0.91 -3.64 -1.71
Br -2.50 -3.46 0.48
H 2.27 0.47 -1.09
H 0.88 0.92 -2.37
H 1.35 1.92 -0.89
H 1.75 1.03 1.65
H 0.33 1.88 1.84
H 0.53 0.31 2.66
H -1.33 1.84 -1.55
H -2.33 0.66 -0.62
H -1.80 2.24 0.08
H 0.15 -3.44 1.39

Calculated values
HOMO energy: -10.0 eV
ΔE to the lowest compared entry with this formula, charge and spin: 0.000 eV
total charge: 0
frontier orbital gap: 10.09 eV
SMILES: C[Si](C)(C)O[SiH](Br)Br



[5]
This record from OMol25 describes C28H29BHfN6Si as an isolated structure in a non-equilibrium geometry. The level of theory is wB97M-V/def2-TZVPD.

Geometry (Å):
C 0.19 2.42 -1.66
N 0.36 1.12 -2.05
N 0.62 1.15 -3.41
C 0.56 2.42 -3.84
C 0.31 3.26 -2.77
B 0.86 -0.15 -4.25
N 1.93 -1.07 -3.60
N 1.92 -1.43 -2.26
C 3.02 -2.24 -2.06
C 3.66 -2.43 -3.29
C 2.94 -1.69 -4.22
Hf 0.11 -0.87 -1.23
N -0.47 -0.97 -4.19
N -1.01 -1.42 -2.98
C -2.15 -2.12 -3.31
C -2.33 -2.08 -4.70
C -1.25 -1.36 -5.21
H -2.74 -2.60 -2.55
H -0.97 -1.10 -6.22
H -3.13 -2.52 -5.28
H 1.18 0.14 -5.37
H 3.05 -1.60 -5.29
H 0.69 2.64 -4.90
H 4.52 -3.04 -3.49
H 0.22 4.33 -2.81
H 3.26 -2.61 -1.08
H -0.01 2.67 -0.63
H -0.40 -2.91 -0.73
C 0.22 -3.02 0.20
H 0.95 -3.83 0.02
H 0.82 -2.12 0.49
H -0.46 -3.26 1.04
C -1.39 4.89 2.83
C -0.12 4.57 2.32
C 0.14 3.27 1.87
C -0.86 2.27 1.90
C -2.12 2.61 2.42
C -2.38 3.91 2.88
Si -0.40 0.52 1.38
C 1.19 0.29 2.36
C 2.43 0.19 1.70
C 3.62 0.08 2.43
C 3.59 0.12 3.82
C 2.37 0.26 4.50
C 1.18 0.35 3.77
C -1.72 -0.64 2.03
C -1.44 -1.61 3.01
C -2.45 -2.48 3.44
C -3.73 -2.40 2.91
C -4.02 -1.44 1.93
C -3.02 -0.57 1.49
H -1.59 5.91 3.18
H 0.66 5.32 2.28
H 1.14 3.03 1.52
H -2.90 1.86 2.49
H -3.37 4.15 3.29
H 2.47 0.22 0.60
H 4.56 -0.03 1.90
H 4.52 0.04 4.39
H 2.35 0.32 5.59
H 0.24 0.48 4.31
H -0.44 -1.68 3.43
H -2.21 -3.23 4.20
H -4.51 -3.08 3.25
H -5.02 -1.37 1.51
H -3.25 0.16 0.71

Calculated values
HOMO energy (alpha / beta): -19.8 / -19.7 eV
ΔE to the lowest compared entry with this formula, charge and spin: 0.000 eV
total charge: +4
frontier orbital gap (alpha / beta): 3.83 / 3.75 eV



[6]
This record from OMol25 describes a 2-piece molecular cluster, C4H6ClFN overall in a non-equilibrium geometry. The level of theory is wB97M-V/def2-TZVPD.

Geometry (Å):
C -0.18 -0.63 0.44
H -1.53 -2.07 -0.35
Cl 1.91 -0.76 1.15
C -0.44 -1.99 -0.19
H 0.13 0.22 -0.31
H -0.23 -2.80 0.52
C -0.85 -0.48 1.72
N -1.45 -0.43 2.71
C 0.30 -2.18 -1.51
H 0.19 -1.28 -2.13
H 1.37 -2.35 -1.32
H -0.10 -3.05 -2.06
F -1.94 0.43 -0.65

Calculated values
HOMO energy: -5.1 eV
ΔE to the lowest compared entry with this formula, charge and spin: 1.385 eV
total charge: -1
frontier orbital gap: 8.56 eV



> Which formula does entry 6 have?

C4H6ClFN



> Look up the total charge of the fifth one.

+4



> Number 6 is which compound?

C4H6ClFN